Record 1
{"formula": "C24H34CaN2O3S2", "method": "ωB97M-V/def2-TZVPD", "lumo_energy_ev": 0.49, "gap_ha": 0.290, "symbols": ["Ca", "O", "C", "C", "C", "C", "C", "C", "C", "N", "C", "C", "N", "C", "C", "C", "C", "C", "C", "C", "O", "H", "H", "H", "H", "H", "H", "H", "H", "H", "H", "H", "H", "H", "H", "C", "S", "C", "H", "H", "H", "H", "H", "H", "C", "C", "C", "S", "O", "C", "C", "C", "H", "H", "H", "H", "H", "H", "H", "H", "H", "H", "H", "H", "H", "H"], "coordinates": [[-0.206, -0.419, -0.079], [-2.097, -1.239, 0.710], [-3.042, -0.874, 1.497], [-4.040, -1.797, 1.906], [-5.088, -1.427, 2.713], [-5.209, -0.121, 3.195], [-4.231, 0.787, 2.864], [-3.144, 0.457, 2.036], [-2.124, 1.483, 1.913], [-1.043, 1.435, 1.232], [-0.033, 2.473, 1.377], [1.320, 1.807, 1.689], [1.680, 0.971, 0.551], [2.604, 1.345, -0.245], [2.853, 0.822, -1.585], [4.147, 0.984, -2.106], [4.463, 0.633, -3.399], [3.438, 0.169, -4.233], [2.148, 0.040, -3.778], [1.802, 0.326, -2.430], [0.592, 0.169, -2.026], [-3.948, -2.814, 1.545], [-5.830, -2.169, 2.985], [-6.038, 0.161, 3.829], [-4.285, 1.797, 3.259], [-2.321, 2.373, 2.528], [-0.308, 3.199, 2.153], [0.083, 3.007, 0.429], [1.194, 1.183, 2.577], [2.090, 2.562, 1.894], [3.275, 2.161, 0.061], [4.915, 1.396, -1.459], [5.471, 0.749, -3.773], [3.662, -0.078, -5.264], [1.352, -0.306, -4.425], [-3.058, -3.912, -1.401], [-2.999, -2.775, -2.799], [-3.933, -1.382, -2.117], [-4.086, -4.157, -1.134], [-2.537, -3.492, -0.541], [-2.569, -4.834, -1.715], [-4.859, -1.239, -2.670], [-3.340, -0.470, -2.169], [-4.160, -1.574, -1.073], [0.406, -5.676, 0.137], [1.218, -5.680, -1.153], [0.765, -4.645, -2.175], [1.143, -2.910, -1.865], [0.600, -2.587, -0.483], [2.956, -2.967, -1.704], [3.454, -2.830, -0.274], [4.956, -2.579, -0.253], [0.831, -6.379, 0.855], [-0.624, -5.982, -0.054], [0.379, -4.687, 0.590], [1.134, -6.659, -1.632], [2.282, -5.548, -0.937], [-0.316, -4.658, -2.319], [1.216, -4.822, -3.157], [3.317, -2.134, -2.311], [3.300, -3.895, -2.168], [3.204, -3.725, 0.300], [2.928, -2.004, 0.208], [5.508, -3.421, -0.676], [5.313, -2.426, 0.765], [5.204, -1.690, -0.836]], "lowdin_charge": [1.433, -0.254, -0.391, -0.031, -0.093, -0.114, -0.069, -0.139, -0.104, -0.082, -0.214, -0.215, -0.074, -0.107, -0.151, -0.076, -0.116, -0.098, -0.036, -0.421, -0.268, 0.103, 0.101, 0.093, 0.104, 0.121, 0.113, 0.120, 0.115, 0.112, 0.129, 0.108, 0.093, 0.102, 0.114, -0.443, 0.733, -0.407, 0.039, 0.015, 0.013, 0.027, 0.027, 0.018, -0.097, -0.274, -0.340, 0.968, -0.642, -0.321, -0.286, -0.096, 0.074, 0.073, 0.060, 0.110, 0.093, 0.069, 0.097, 0.072, 0.095, 0.106, 0.093, 0.077, 0.074, 0.067]}

---

Record 2
{"formula": "C24H34F5O15", "method": "ωB97M-V/def2-TZVPD", "relative_energy_kj_mol": 0.0, "lumo_energy_ev": 1.94, "charge": -1, "gap_ha": 0.148, "symbols": ["C", "O", "C", "C", "C", "C", "C", "C", "C", "C", "F", "C", "C", "O", "C", "O", "H", "H", "H", "H", "H", "H", "H", "H", "H", "H", "H", "H", "H", "H", "H", "H", "H", "H", "H", "H", "H", "H", "C", "C", "O", "C", "O", "O", "F", "H", "H", "H", "C", "C", "O", "C", "O", "O", "F", "H", "H", "H", "C", "C", "O", "C", "O", "O", "F", "H", "H", "H", "C", "C", "O", "C", "O", "O", "F", "H", "H", "H"], "coordinates": [[1.691, 2.280, 2.173], [2.695, 1.584, 1.474], [2.650, 0.185, 1.742], [3.134, -0.595, 0.519], [2.027, -1.410, -0.162], [1.928, -2.893, 0.238], [2.241, -3.242, 1.688], [1.117, -2.966, 2.703], [-0.172, -3.775, 2.470], [-1.498, -3.109, 2.910], [-1.139, -1.918, 3.715], [-2.208, -2.478, 1.715], [-1.449, -1.276, 1.119], [-2.262, -0.048, 1.058], [-2.012, 0.767, 2.080], [-1.888, 1.984, 1.929], [0.702, 2.102, 1.741], [1.900, 3.346, 2.125], [1.657, 1.983, 3.224], [3.257, -0.055, 2.618], [1.611, -0.083, 1.941], [3.999, -1.210, 0.756], [3.487, 0.139, -0.203], [1.082, -0.879, -0.033], [2.235, -1.390, -1.232], [2.623, -3.441, -0.400], [0.934, -3.245, -0.029], [2.423, -4.321, 1.725], [3.164, -2.771, 2.027], [0.935, -1.895, 2.757], [1.512, -3.257, 3.678], [-0.054, -4.710, 3.025], [-0.274, -4.075, 1.423], [-2.391, -3.230, 0.951], [-3.161, -2.085, 2.078], [-1.159, -1.451, 0.084], [-0.550, -1.059, 1.683], [-1.953, 0.361, 3.098], [-1.727, -0.210, -2.912], [-0.494, -1.018, -3.244], [-0.716, -1.360, -4.606], [-1.503, -0.392, -5.153], [-1.678, -0.242, -6.314], [-2.049, 0.375, -4.182], [-0.409, -2.151, -2.511], [-2.547, -0.852, -2.588], [-1.551, 0.559, -2.164], [0.445, -0.469, -3.161], [-5.337, 1.426, 1.630], [-5.845, 0.863, 0.323], [-7.253, 1.031, 0.448], [-7.471, 2.087, 1.278], [-8.509, 2.645, 1.400], [-6.335, 2.417, 1.930], [-5.568, -0.451, 0.175], [-5.332, 0.668, 2.415], [-4.356, 1.873, 1.555], [-5.500, 1.397, -0.562], [-2.906, 4.949, -1.129], [-2.437, 3.664, -0.487], [-1.605, 3.109, -1.490], [-1.103, 4.138, -2.227], [-0.197, 4.053, -2.981], [-1.793, 5.279, -1.968], [-3.466, 2.811, -0.259], [-3.793, 4.788, -1.745], [-3.100, 5.743, -0.413], [-1.862, 3.787, 0.428], [7.684, -0.348, -2.807], [7.171, 0.541, -1.697], [5.814, 0.161, -1.606], [5.711, -1.133, -2.029], [4.779, -1.834, -1.858], [6.853, -1.502, -2.671], [7.252, 1.856, -2.017], [7.519, 0.109, -3.783], [8.732, -0.615, -2.700], [7.652, 0.384, -0.729]], "lowdin_charge": [-0.115, -0.187, -0.220, -0.172, -0.197, -0.190, -0.208, -0.210, -0.227, -0.324, -0.213, -0.207, -0.155, -0.040, -0.331, 0.011, 0.069, 0.082, 0.090, 0.124, 0.090, 0.100, 0.100, 0.089, 0.084, 0.103, 0.090, 0.106, 0.092, 0.069, 0.104, 0.073, 0.080, 0.092, 0.087, 0.099, 0.079, 0.153, -0.043, -0.309, 0.130, -0.559, 0.171, 0.073, 0.076, 0.148, 0.127, 0.173, -0.048, -0.310, 0.130, -0.563, 0.166, 0.077, 0.084, 0.154, 0.096, 0.162, -0.046, -0.309, 0.124, -0.548, 0.185, 0.069, 0.063, 0.143, 0.139, 0.157, -0.059, -0.316, 0.129, -0.533, 0.198, 0.070, 0.075, 0.143, 0.137, 0.173]}

---

Record 3
{"formula": "C24H34GeIN3O5PS2SeW", "method": "ωB97M-V/def2-TZVPD", "relative_energy_kj_mol": 0.0, "lumo_energy_ev": [4.02, 4.02], "charge": -2, "gap_ha": [0.199, 0.202], "multiplicity": 2, "s2": 0.76, "symbols": ["W", "O", "C", "C", "C", "C", "C", "C", "C", "N", "N", "C", "O", "C", "C", "C", "C", "C", "C", "H", "H", "H", "H", "H", "H", "H", "H", "H", "H", "C", "C", "O", "P", "S", "S", "O", "C", "C", "H", "H", "H", "H", "H", "H", "H", "H", "H", "H", "C", "Ge", "C", "C", "C", "H", "H", "H", "H", "H", "H", "H", "H", "H", "H", "N", "C", "O", "C", "I", "H", "H", "H", "H", "Se"], "coordinates": [[0.437, -1.957, -1.276], [-0.544, -2.618, -3.037], [-1.631, -2.169, -3.627], [-2.085, -2.762, -4.798], [-3.171, -2.274, -5.472], [-3.856, -1.139, -5.036], [-3.441, -0.537, -3.839], [-2.357, -1.052, -3.158], [-1.782, -0.426, -1.944], [-1.421, -1.353, -0.919], [-2.091, -1.411, 0.216], [-1.336, -2.069, 1.025], [-0.194, -2.531, 0.576], [-1.648, -2.129, 2.457], [-0.774, -2.839, 3.309], [-1.014, -2.896, 4.670], [-2.103, -2.184, 5.192], [-2.947, -1.426, 4.358], [-2.719, -1.382, 2.983], [-1.536, -3.609, -5.163], [-3.500, -2.755, -6.359], [-4.668, -0.769, -5.618], [-4.001, 0.314, -3.455], [-2.445, 0.324, -1.533], [0.041, -3.325, 2.827], [-0.340, -3.425, 5.353], [-2.329, -2.188, 6.252], [-3.763, -0.844, 4.792], [-3.333, -0.809, 2.325], [1.197, 1.785, 6.440], [0.594, 1.003, 5.294], [0.949, 1.510, 4.019], [2.062, 0.580, 3.171], [1.896, -0.546, 0.146], [0.786, 0.581, 1.456], [3.154, 1.683, 2.774], [2.937, 2.941, 2.110], [2.656, 4.082, 3.105], [0.784, 1.412, 7.381], [0.912, 2.833, 6.360], [2.325, 1.734, 6.499], [-0.498, 0.990, 5.348], [0.932, -0.052, 5.388], [2.158, 2.789, 1.378], [3.871, 3.183, 1.555], [1.673, 3.952, 3.581], [2.661, 5.019, 2.542], [3.443, 4.099, 3.858], [-1.423, 2.273, -0.335], [-0.123, 1.901, -1.807], [-0.927, 2.710, -3.452], [1.606, 2.849, -1.575], [-0.322, 0.004, -2.224], [-2.384, 2.532, -0.741], [-1.102, 3.110, 0.263], [-1.517, 1.432, 0.317], [-1.260, 3.707, -3.242], [-1.783, 2.101, -3.685], [-0.185, 2.712, -4.280], [1.463, 3.728, -0.990], [2.074, 3.157, -2.508], [2.340, 2.256, -1.057], [0.005, -0.114, -3.278], [4.081, -1.837, -2.698], [2.850, -1.937, -3.203], [1.953, -1.364, -2.548], [2.518, -2.608, -4.401], [3.035, -0.454, -6.345], [4.153, -1.428, -1.756], [4.954, -2.050, -3.162], [1.451, -2.646, -4.648], [3.243, -3.218, -4.904], [1.358, -4.155, -1.246]], "lowdin_spin": [-0.002, -0.001, 0.000, 0.000, 0.000, 0.000, 0.000, 0.000, 0.001, 0.002, 0.000, 0.000, 0.001, 0.000, 0.000, 0.000, 0.000, 0.000, 0.000, 0.000, 0.000, 0.000, 0.000, 0.000, 0.000, 0.000, 0.000, 0.000, 0.000, 0.000, 0.000, 0.000, 0.000, 0.000, 0.000, 0.000, 0.000, 0.000, 0.000, 0.000, 0.000, 0.000, 0.000, 0.000, 0.000, 0.000, 0.000, 0.000, 0.000, 0.000, 0.001, 0.000, 0.008, 0.000, 0.000, 0.000, 0.000, 0.000, 0.000, 0.000, 0.000, 0.000, 0.000, 0.059, 0.129, 0.052, 0.424, 0.287, 0.002, 0.002, 0.003, 0.005, 0.024]}

---

Record 4
{"formula": "C24H34IN2P2S2Ti", "method": "ωB97M-V/def2-TZVPD", "relative_energy_kj_mol": 0.0, "lumo_energy_ev": [-3.12, -3.52], "charge": 1, "gap_ha": [0.237, 0.280], "multiplicity": 3, "s2": 2.02, "symbols": ["Ti", "C", "P", "C", "C", "C", "P", "C", "C", "H", "H", "H", "H", "H", "H", "H", "H", "H", "H", "H", "H", "H", "H", "H", "H", "S", "C", "N", "C", "C", "N", "C", "C", "C", "C", "C", "C", "C", "C", "S", "C", "C", "C", "C", "C", "C", "C", "H", "H", "H", "H", "H", "H", "H", "H", "H", "H", "H", "H", "H", "H", "H", "H", "H", "H", "I"], "coordinates": [[-2.237, 1.035, -0.248], [-3.174, 0.373, 3.372], [-3.615, 1.382, 1.924], [-3.756, 3.066, 2.582], [-5.338, 0.881, 1.534], [-5.345, -0.473, 0.820], [-4.340, -0.429, -0.718], [-5.460, 0.287, -1.957], [-4.193, -2.173, -1.200], [-3.894, 0.509, 4.180], [-2.182, 0.664, 3.717], [-3.130, -0.682, 3.098], [-4.442, 3.094, 3.430], [-4.107, 3.735, 1.798], [-2.772, 3.407, 2.905], [-5.759, 1.664, 0.897], [-5.934, 0.851, 2.449], [-6.362, -0.797, 0.588], [-4.909, -1.244, 1.463], [-6.353, -0.330, -2.070], [-4.938, 0.349, -2.912], [-5.739, 1.299, -1.669], [-5.176, -2.642, -1.259], [-3.574, -2.706, -0.479], [-3.705, -2.232, -2.173], [-1.008, -0.575, -1.478], [0.624, -0.473, -0.883], [1.601, -1.193, -1.468], [2.895, -1.279, -0.807], [3.278, 0.072, -0.259], [2.204, 0.578, 0.585], [2.625, 1.411, 1.709], [3.245, 0.582, 2.808], [4.513, 0.882, 3.289], [5.077, 0.121, 4.305], [4.377, -0.948, 4.841], [3.110, -1.255, 4.361], [2.546, -0.494, 3.350], [0.924, 0.334, 0.249], [-0.368, 1.010, 1.205], [1.488, -1.847, -2.771], [2.292, -1.107, -3.814], [3.321, -1.738, -4.498], [4.063, -1.045, -5.447], [3.780, 0.285, -5.710], [2.751, 0.923, -5.026], [2.010, 0.231, -4.083], [3.632, -1.606, -1.539], [2.849, -2.018, -0.001], [3.473, 0.778, -1.074], [4.176, -0.013, 0.354], [1.762, 1.965, 2.070], [3.350, 2.136, 1.332], [5.063, 1.716, 2.870], [6.065, 0.363, 4.674], [4.816, -1.543, 5.630], [2.560, -2.088, 4.779], [1.554, -0.731, 2.981], [0.436, -1.892, -3.042], [1.851, -2.871, -2.668], [3.543, -2.780, -4.294], [4.861, -1.546, -5.978], [4.357, 0.826, -6.448], [2.523, 1.960, -5.235], [1.202, 0.728, -3.558], [-2.985, 3.252, -1.383]], "lowdin_spin": [1.033, 0.001, 0.011, 0.002, 0.004, 0.003, 0.015, 0.001, 0.004, 0.000, 0.000, 0.000, 0.000, 0.000, 0.000, 0.000, 0.000, 0.000, 0.000, 0.000, 0.000, 0.000, 0.000, 0.001, 0.000, 0.052, 0.202, 0.178, 0.012, 0.015, 0.185, 0.014, 0.008, 0.001, 0.000, 0.000, 0.000, 0.000, 0.197, 0.042, 0.014, 0.008, 0.002, 0.000, 0.001, 0.000, 0.001, 0.000, 0.004, 0.005, 0.002, 0.000, 0.005, 0.000, 0.000, 0.000, 0.000, 0.000, 0.000, 0.004, 0.000, 0.000, 0.000, 0.000, 0.000, -0.029]}